{
  "formula": "C48H26N11W",
  "method": "ωB97M-V with the def2-TZVPD basis set",
  "species": ["W", "C", "C", "C", "C", "C", "N", "C", "C", "C", "C", "C", "C", "C", "C", "N", "C", "N", "C", "N", "C", "N", "C", "N", "C", "N", "C", "C", "C", "C", "C", "C", "C", "C", "C", "C", "C", "C", "C", "C", "N", "H", "H", "H", "H", "H", "H", "H", "H", "H", "H", "H", "H", "H", "H", "H", "H", "N", "C", "C", "C", "C", "C", "C", "C", "C", "C", "C", "C", "C", "N", "C", "C", "C", "C", "N", "H", "H", "H", "H", "H", "H", "H", "H", "H", "H"],
  "coordinates": [[-0.717, 0.917, 0.174], [4.494, 4.987, 0.547], [4.877, 4.131, 1.582], [4.053, 3.100, 1.992], [2.838, 2.944, 1.338], [1.751, 2.037, 1.565], [1.695, 1.209, 2.582], [0.589, 0.580, 2.936], [0.437, -0.195, 4.128], [1.308, -0.568, 5.150], [0.803, -1.325, 6.187], [-0.540, -1.718, 6.222], [-1.415, -1.365, 5.218], [-0.918, -0.596, 4.169], [-1.534, -0.095, 2.985], [-2.782, -0.339, 2.657], [-3.337, -0.037, 1.520], [-2.702, 0.563, 0.413], [-3.721, 0.769, -0.537], [-3.615, 1.538, -1.587], [-2.601, 2.357, -1.787], [-1.471, 2.473, -0.969], [-0.713, 3.519, -1.523], [0.479, 3.907, -1.121], [1.159, 3.364, -0.154], [0.727, 2.280, 0.641], [2.456, 3.797, 0.282], [3.290, 4.836, -0.116], [-1.387, 4.084, -2.647], [-1.068, 5.136, -3.505], [-1.948, 5.414, -4.529], [-3.119, 4.668, -4.710], [-3.447, 3.621, -3.873], [-2.568, 3.329, -2.833], [-4.949, 0.182, -0.085], [-6.214, 0.086, -0.651], [-7.230, -0.433, 0.134], [-6.996, -0.878, 1.439], [-5.737, -0.813, 2.003], [-4.717, -0.275, 1.229], [-0.614, 0.651, 2.237], [5.154, 5.794, 0.272], [5.827, 4.286, 2.069], [4.316, 2.436, 2.799], [2.343, -0.268, 5.128], [1.453, -1.616, 6.996], [-0.890, -2.308, 7.053], [-2.452, -1.659, 5.229], [2.991, 5.503, -0.907], [-0.172, 5.713, -3.348], [-1.736, 6.223, -5.212], [-3.780, 4.925, -5.523], [-4.351, 3.048, -4.004], [-6.378, 0.403, -1.667], [-8.233, -0.477, -0.262], [-7.823, -1.267, 2.014], [-5.531, -1.148, 3.006], [8.716, -0.939, 0.691], [7.584, -0.894, 0.520], [6.184, -0.825, 0.334], [5.359, -0.639, 1.445], [3.993, -0.537, 1.290], [3.425, -0.614, 0.017], [4.255, -0.858, -1.083], [5.621, -0.953, -0.936], [1.984, -0.430, -0.188], [1.051, -1.228, 0.540], [1.278, -2.295, 1.425], [0.039, -2.864, 1.714], [-0.912, -2.138, 1.018], [-0.338, -1.130, 0.297], [1.563, 0.370, -1.287], [2.330, 1.074, -2.232], [1.465, 1.507, -3.233], [0.190, 1.111, -2.863], [0.199, 0.467, -1.657], [5.804, -0.573, 2.425], [3.363, -0.349, 2.147], [3.814, -1.011, -2.055], [6.248, -1.130, -1.797], [2.238, -2.629, 1.768], [-0.149, -3.706, 2.352], [-1.975, -2.322, 0.972], [3.385, 1.257, -2.170], [1.730, 2.036, -4.127], [-0.737, 1.229, -3.401]],
  "total_charge": 1,
  "lumo_ev": [-4.79, -4.84],
  "gap_ev": [4.5, 4.4],
  "total_energy_ev": -68411.91627
}